Entry 1:
{"formula": "C3H5N3O", "method": "the ωB97M-V functional and the def2-TZVPD basis", "symbols": ["C", "C", "C", "H", "H", "H", "H", "H", "N", "N", "N", "O"], "xyz": [[-0.245, 1.415, 0.411], [-1.186, -1.496, -0.017], [0.830, -0.649, -0.371], [-0.694, 0.886, 1.365], [0.931, 1.759, 0.732], [-0.693, 2.250, -0.147], [-1.977, -2.119, 0.306], [2.792, 0.073, -0.840], [-0.234, 0.456, -0.788], [0.023, -1.688, 0.295], [2.032, -0.684, -0.272], [-1.579, -0.202, -0.675]], "molar_mass_g_mol": 99.09, "fmax_ha_per_bohr": 0.14010, "gap_ev": 10.73, "total_charge": 0, "e_lumo_ha": 0.0311, "homo_ev": -9.89, "smiles": "[H]/N=c1/ncon1C", "de_lowest_kj_mol": 526.8}

---

Entry 2:
{"formula": "C41H48ErN2O3PS3", "method": "the ωB97M-V functional and the def2-TZVPD basis", "symbols": ["Er", "C", "C", "C", "C", "C", "C", "H", "H", "H", "H", "H", "H", "O", "C", "C", "C", "C", "C", "C", "C", "P", "C", "C", "C", "C", "C", "C", "C", "C", "C", "C", "C", "C", "H", "H", "H", "H", "H", "H", "H", "H", "H", "H", "H", "H", "H", "H", "C", "N", "C", "C", "S", "N", "C", "C", "H", "H", "H", "H", "H", "H", "H", "H", "H", "H", "H", "H", "C", "S", "O", "C", "C", "C", "C", "C", "C", "H", "H", "H", "H", "H", "H", "H", "H", "O", "S", "C", "C", "C", "C", "H", "H", "H", "H", "H", "H", "H", "H"], "xyz": [[-1.350, 0.511, -0.205], [-2.342, 6.768, -1.863], [-1.411, 7.608, -2.506], [-0.090, 7.659, -2.075], [0.394, 6.833, -0.968], [-0.546, 5.976, -0.345], [-1.911, 5.928, -0.849], [-3.446, 6.851, -2.059], [-1.688, 8.140, -3.384], [0.621, 8.393, -2.559], [1.383, 7.003, -0.527], [-0.277, 5.379, 0.522], [-2.605, 5.256, -0.279], [-0.630, -0.821, 1.281], [-0.303, -1.075, 2.452], [-0.402, -2.340, 3.130], [-1.292, -2.533, 4.186], [-1.697, -3.822, 4.570], [-1.098, -4.952, 3.934], [-0.150, -4.736, 2.957], [0.255, -3.466, 2.560], [1.461, -3.303, 1.250], [1.052, -4.619, 0.040], [-0.231, -4.976, -0.408], [-0.385, -5.830, -1.472], [0.663, -6.268, -2.242], [1.943, -5.928, -1.766], [2.142, -5.248, -0.592], [3.060, -3.432, 2.092], [4.194, -2.894, 1.472], [5.438, -2.922, 2.038], [5.555, -3.396, 3.353], [4.428, -4.012, 3.953], [3.173, -4.048, 3.332], [-1.618, -1.734, 4.878], [-2.530, -3.965, 5.309], [-1.447, -5.961, 4.237], [0.230, -5.618, 2.389], [-1.113, -4.767, 0.212], [-1.398, -6.018, -1.666], [0.516, -6.874, -3.089], [2.812, -6.283, -2.384], [3.146, -5.272, -0.236], [4.024, -2.398, 0.520], [6.294, -2.642, 1.458], [6.488, -3.414, 3.880], [4.506, -4.450, 4.943], [2.353, -4.512, 3.877], [-2.686, -2.277, -3.304], [-2.857, -0.826, -3.440], [-1.733, -0.114, -4.127], [-3.439, -0.168, -2.399], [-3.502, -0.868, -0.791], [-4.022, 1.045, -2.658], [-4.441, 1.326, -4.072], [-4.440, 2.000, -1.621], [-1.865, -2.499, -2.545], [-2.429, -2.785, -4.280], [-3.625, -2.675, -2.761], [-0.782, -0.217, -3.669], [-1.993, 0.967, -4.024], [-1.600, -0.317, -5.180], [-4.741, 0.359, -4.557], [-3.642, 1.878, -4.633], [-5.406, 1.884, -4.114], [-3.637, 2.081, -0.866], [-5.418, 1.773, -1.212], [-4.410, 2.989, -2.053], [-2.322, 1.668, 3.993], [-1.355, 2.373, 2.603], [-2.020, 1.752, 1.234], [0.119, 1.420, 2.747], [1.214, 2.101, 2.282], [2.470, 1.558, 2.117], [2.708, 0.405, 2.866], [1.688, -0.274, 3.491], [0.265, 0.045, 3.326], [-3.342, 2.020, 3.876], [-1.807, 1.922, 4.916], [-2.309, 0.566, 3.869], [1.084, 3.187, 2.059], [3.291, 2.061, 1.670], [3.690, 0.016, 2.847], [1.974, -1.165, 4.077], [-0.189, -0.046, 4.303], [0.187, 1.021, -1.453], [1.757, 1.337, -1.431], [1.755, 3.166, -1.019], [1.567, 3.884, -2.318], [2.315, 3.133, -3.385], [2.009, 1.666, -3.200], [2.779, 3.299, -0.559], [0.985, 3.377, -0.308], [2.010, 4.933, -2.164], [0.443, 4.000, -2.611], [3.400, 3.305, -3.116], [2.291, 3.501, -4.440], [2.765, 1.027, -3.600], [1.075, 1.412, -3.715]], "molar_mass_g_mol": 911.28, "fmax_ha_per_bohr": 0.06263, "gap_ev": [5.66, 5.70], "total_charge": 2, "e_lumo_ha": [-0.1987, -0.1976], "homo_ev": [-11.07, -11.07], "multiplicity": 4}

---

Entry 3:
{"formula": "C6H7CrLiO4", "method": "the ωB97M-V functional and the def2-TZVPD basis", "symbols": ["C", "C", "C", "C", "O", "Li", "H", "H", "H", "H", "C", "O", "C", "O", "H", "H", "H", "O", "Cr"], "xyz": [[1.135, -1.187, 0.005], [0.166, -0.317, -0.263], [-1.277, -0.504, -0.526], [-2.146, -0.255, 0.736], [-3.463, -0.428, 0.510], [-4.664, -1.090, -0.506], [-1.439, -1.540, -0.851], [-1.608, 0.175, -1.327], [-1.926, 0.794, 1.103], [-1.741, -0.904, 1.544], [1.760, 1.354, -0.869], [2.816, 0.518, -0.157], [2.396, -0.629, 0.288], [3.243, -1.164, 1.120], [2.113, 2.386, -0.802], [1.736, 0.979, -1.902], [2.904, -2.017, 1.429], [0.528, 1.188, -0.267], [-0.531, 2.641, 0.735]], "molar_mass_g_mol": 202.06, "fmax_ha_per_bohr": 0.03210, "gap_ev": [7.11, 7.48], "total_charge": 1, "e_lumo_ha": [-0.1603, -0.1561], "homo_ev": [-11.47, -11.72], "multiplicity": 6}

---

Entry 4:
{"formula": "C42H49ClFN6O7Pd", "method": "the ωB97M-V functional and the def2-TZVPD basis", "symbols": ["Pd", "F", "C", "C", "C", "C", "O", "C", "C", "N", "C", "C", "C", "C", "C", "C", "N", "C", "C", "N", "C", "C", "C", "O", "O", "H", "H", "H", "H", "H", "H", "H", "H", "H", "H", "H", "H", "H", "H", "H", "H", "H", "H", "C", "O", "C", "C", "C", "C", "C", "C", "O", "C", "O", "C", "H", "H", "H", "H", "H", "H", "H", "H", "H", "C", "C", "C", "C", "C", "O", "C", "C", "C", "C", "C", "C", "Cl", "C", "C", "C", "N", "C", "N", "C", "N", "H", "H", "H", "H", "H", "H", "H", "H", "H", "H", "H", "H", "H", "H", "H", "H", "H", "H", "H", "H", "H", "H"], "xyz": [[-0.232, -0.414, 0.627], [5.693, 2.903, -2.185], [5.634, 1.756, -1.468], [4.413, 1.243, -1.128], [4.330, 0.037, -0.438], [2.979, -0.506, -0.127], [1.992, 0.106, -0.519], [2.986, -1.761, 0.596], [4.178, -2.346, 0.871], [5.409, -1.831, 0.602], [6.591, -2.586, 0.934], [6.650, -3.280, 2.256], [7.502, -2.070, 2.013], [5.506, -0.634, -0.083], [6.746, -0.081, -0.424], [6.824, 1.112, -1.121], [8.115, 1.614, -1.461], [8.896, 0.872, -2.438], [10.356, 0.882, -1.962], [10.534, 2.094, -1.082], [9.846, 3.288, -1.674], [8.327, 3.047, -1.597], [1.785, -2.579, 1.078], [1.968, -3.781, 1.210], [0.691, -1.993, 1.410], [3.497, 1.743, -1.416], [4.170, -3.317, 1.347], [7.048, -3.087, 0.087], [7.120, -4.252, 2.283], [5.808, -3.164, 2.922], [8.568, -2.202, 1.886], [7.202, -1.154, 2.505], [7.661, -0.574, -0.129], [8.814, 1.313, -3.439], [8.539, -0.152, -2.503], [11.072, 0.958, -2.778], [10.597, 0.014, -1.350], [11.522, 2.278, -0.914], [10.083, 1.888, -0.189], [10.202, 3.367, -2.700], [10.154, 4.176, -1.128], [7.871, 3.480, -2.490], [7.900, 3.547, -0.728], [-4.411, 4.505, -1.533], [-3.535, 5.099, -0.585], [-2.564, 4.325, -0.064], [-1.703, 4.967, 0.853], [-0.688, 4.251, 1.408], [-0.458, 2.876, 1.128], [0.641, 2.195, 1.759], [1.710, 2.966, 2.498], [0.823, 0.963, 1.743], [-1.339, 2.240, 0.205], [-1.265, 1.018, -0.213], [-2.386, 3.000, -0.374], [-5.118, 5.277, -1.819], [-4.947, 3.659, -1.097], [-3.862, 4.164, -2.414], [-1.868, 6.007, 1.094], [-0.042, 4.761, 2.107], [1.333, 3.784, 3.106], [2.399, 3.383, 1.760], [2.252, 2.266, 3.128], [-3.011, 2.484, -1.088], [-4.697, -3.097, 2.526], [-5.962, -2.550, 1.846], [-7.156, -3.057, 2.669], [-5.918, -1.021, 1.932], [-6.084, -3.053, 0.367], [-5.691, -4.422, 0.283], [-7.519, -3.002, -0.217], [-8.344, -1.708, -0.292], [-7.830, -0.631, -1.220], [-7.498, -0.913, -2.544], [-7.006, 0.070, -3.390], [-6.856, 1.361, -2.909], [-6.225, 2.601, -3.953], [-7.211, 1.679, -1.610], [-7.694, 0.680, -0.778], [-5.173, -2.347, -0.648], [-3.746, -2.340, -0.378], [-3.006, -1.275, -0.089], [-1.759, -1.661, 0.102], [-1.784, -3.006, -0.097], [-2.978, -3.454, -0.399], [-4.686, -2.751, 3.562], [-3.776, -2.749, 2.061], [-4.675, -4.185, 2.529], [-7.001, -2.808, 3.720], [-7.259, -4.144, 2.616], [-8.103, -2.612, 2.362], [-6.014, -0.718, 2.977], [-6.716, -0.536, 1.373], [-4.968, -0.626, 1.575], [-6.299, -4.950, 0.813], [-8.106, -3.725, 0.353], [-7.437, -3.430, -1.220], [-8.482, -1.280, 0.702], [-9.343, -2.004, -0.624], [-7.618, -1.919, -2.929], [-6.745, -0.158, -4.414], [-7.117, 2.696, -1.255], [-7.974, 0.935, 0.237], [-5.460, -1.304, -0.754], [-5.321, -2.843, -1.607], [-3.361, -0.260, -0.048], [-0.911, -3.628, 0.009]], "molar_mass_g_mol": 910.76, "fmax_ha_per_bohr": 0.01537, "gap_ev": 6.14, "total_charge": 1, "e_lumo_ha": -0.1154, "homo_ev": -9.28, "de_lowest_kj_mol": 32.8}

---

Entry 5:
{"formula": "CH3IO2", "method": "the ωB97M-V functional and the def2-TZVPD basis", "symbols": ["C", "O", "O", "I", "H", "H", "H"], "xyz": [[0.614, -0.113, -0.228], [0.156, 1.017, 0.317], [0.071, -1.267, 0.335], [2.840, 0.050, 0.041], [0.565, -0.085, -1.286], [0.300, 0.995, 1.354], [-0.593, -0.969, 0.936]], "molar_mass_g_mol": 173.94, "fmax_ha_per_bohr": 0.06869, "gap_ev": 9.69, "total_charge": 0, "e_lumo_ha": 0.0122, "homo_ev": -9.36, "smiles": "OC(O)I", "de_lowest_kj_mol": 69.9}

---

Copy entry 5 word for word.
{"formula": "CH3IO2", "method": "the ωB97M-V functional and the def2-TZVPD basis", "symbols": ["C", "O", "O", "I", "H", "H", "H"], "xyz": [[0.614, -0.113, -0.228], [0.156, 1.017, 0.317], [0.071, -1.267, 0.335], [2.840, 0.050, 0.041], [0.565, -0.085, -1.286], [0.300, 0.995, 1.354], [-0.593, -0.969, 0.936]], "molar_mass_g_mol": 173.94, "fmax_ha_per_bohr": 0.06869, "gap_ev": 9.69, "total_charge": 0, "e_lumo_ha": 0.0122, "homo_ev": -9.36, "smiles": "OC(O)I", "de_lowest_kj_mol": 69.9}

---

Repeat the first record exactly.
{"formula": "C3H5N3O", "method": "the ωB97M-V functional and the def2-TZVPD basis", "symbols": ["C", "C", "C", "H", "H", "H", "H", "H", "N", "N", "N", "O"], "xyz": [[-0.245, 1.415, 0.411], [-1.186, -1.496, -0.017], [0.830, -0.649, -0.371], [-0.694, 0.886, 1.365], [0.931, 1.759, 0.732], [-0.693, 2.250, -0.147], [-1.977, -2.119, 0.306], [2.792, 0.073, -0.840], [-0.234, 0.456, -0.788], [0.023, -1.688, 0.295], [2.032, -0.684, -0.272], [-1.579, -0.202, -0.675]], "molar_mass_g_mol": 99.09, "fmax_ha_per_bohr": 0.14010, "gap_ev": 10.73, "total_charge": 0, "e_lumo_ha": 0.0311, "homo_ev": -9.89, "smiles": "[H]/N=c1/ncon1C", "de_lowest_kj_mol": 526.8}